A.
ORCA calculation (ωB97M-V/def2-TZVPD) on C8H15N as an isolated structure.

Properties
* molecular weight: 125.21 g/mol
* charge: 0
* multiplicity: 1
* LUMO level: 0.0328 Ha

Each line ends with the Löwdin charge.
CARTESIAN COORDINATES (ANGSTROEM)
C -1.83 -0.59 -0.29  -0.359
C 1.47 1.01 -0.03  -0.417
C -2.92 -0.64 -1.33  -0.087
C 1.20 2.51 0.00  -0.076
C 2.61 0.64 0.92  -0.084
C 0.22 0.23 0.32  -0.245
C -1.18 -2.42 -0.04  -0.034
C 0.02 -2.48 0.36  -0.027
N -0.72 0.10 -0.62  0.024
H -2.19 -0.49 0.74  0.126
H 1.75 0.73 -1.05  0.136
H -0.11 0.41 1.35  0.144
H -2.05 -3.01 -0.23  0.072
H -2.50 -0.87 -2.31  0.078
H -3.67 -1.39 -1.07  0.067
H -3.42 0.33 -1.40  0.073
H 0.39 2.77 -0.69  0.074
H 0.91 2.83 1.00  0.079
H 2.35 0.89 1.95  0.079
H 2.84 -0.43 0.88  0.073
H 2.08 3.08 -0.29  0.076
H 3.52 1.19 0.67  0.076
H 0.47 -1.19 0.45  0.096
H 0.75 -3.19 0.70  0.057

B.
ORCA calculation (ωB97M-V/def2-TZVPD) on one molecule with the formula C8H15N.

Properties
* molecular weight: 125.21 g/mol
* SMILES: C/C=C(C)\C(C)=C(\C)N
* charge: 0
* multiplicity: 1
* LUMO level: 0.0363 Ha

Each line ends with the Löwdin charge.
CARTESIAN COORDINATES (ANGSTROEM)
C 0.36 0.37 1.98  -0.052
C -2.44 0.42 1.07  -0.034
C 1.95 1.46 -0.52  -0.044
C 0.65 -2.16 -1.13  -0.094
C -0.01 0.28 0.52  -0.262
C -1.29 0.32 0.11  -0.363
C 1.12 0.21 -0.44  -0.304
N -1.65 0.38 -1.24  0.102
C 1.40 -0.87 -1.17  -0.130
H -0.88 0.16 -1.86  0.076
H -2.49 -0.12 -1.47  0.085
H 2.24 -0.85 -1.85  0.102
H -0.24 -0.31 2.57  0.074
H 1.40 0.11 2.11  0.079
H 0.20 1.38 2.36  0.082
H -3.37 0.57 0.53  0.072
H -2.52 -0.49 1.67  0.083
H -2.29 1.25 1.76  0.081
H 2.78 1.34 -1.23  0.074
H 1.33 2.29 -0.85  0.086
H 2.36 1.71 0.45  0.075
H 0.17 -2.35 -2.09  0.072
H 1.33 -2.98 -0.93  0.071
H -0.12 -2.14 -0.36  0.069

C.
ORCA calculation (ωB97M-V/def2-TZVPD) on one molecule with the formula C8H15N.

Properties
* molecular weight: 125.21 g/mol
* SMILES: C=CC1(N)CC(C)(C)C1
* charge: 0
* multiplicity: 1
* LUMO level: 0.0337 Ha

Each line ends with the Löwdin charge.
CARTESIAN COORDINATES (ANGSTROEM)
C 0.85 -0.30 0.01  -0.519
C -1.32 0.09 0.02  -0.483
C -0.22 -0.04 1.08  -0.079
C -0.09 0.00 -1.13  -0.032
C -2.29 -1.08 -0.01  -0.058
C -2.05 1.42 0.02  -0.062
N 1.32 -1.65 0.02  0.075
C 2.06 0.82 -0.03  -0.083
C 3.35 0.52 -0.03  -0.019
H 1.83 -1.85 0.87  0.085
H 1.91 -1.85 -0.78  0.083
H -0.04 0.87 1.66  0.112
H -0.34 -0.88 1.76  0.113
H -0.18 -0.80 -1.86  0.106
H 0.00 0.96 -1.62  0.099
H 1.73 1.85 -0.04  0.091
H -2.94 -1.02 -0.89  0.080
H -1.76 -2.02 -0.03  0.079
H -2.93 -1.07 0.88  0.082
H -2.69 1.51 -0.85  0.081
H -2.68 1.51 0.91  0.084
H -1.34 2.25 0.02  0.076
H 4.12 1.28 -0.03  0.047
H 3.71 -0.50 0.02  0.042

D.
ORCA calculation (ωB97M-V/def2-TZVPD) on a 2-piece molecular cluster, C8H15N overall.

Properties
* molecular weight: 125.21 g/mol
* SMILES: CC(C)=C(C)N.C=C=C
* charge: 0
* multiplicity: 1
* LUMO level: 0.0318 Ha

Each line ends with the Löwdin charge.
CARTESIAN COORDINATES (ANGSTROEM)
C -0.05 -1.74 -1.59  -0.030
C 1.56 1.25 0.31  -0.068
C -0.02 1.22 -1.64  -0.089
C 0.62 -0.92 -0.52  -0.371
C 0.51 0.45 -0.44  -0.369
N 1.19 -1.63 0.51  0.101
H 1.14 -1.13 1.41  0.061
H 0.85 -2.58 0.60  0.091
H 0.31 -2.77 -1.56  0.075
H -1.14 -1.76 -1.44  0.087
H 0.14 -1.33 -2.58  0.077
H 2.16 0.67 1.01  0.066
H 2.25 1.74 -0.40  0.084
H -0.88 0.73 -2.09  0.061
H -0.32 2.22 -1.32  0.081
H 0.74 1.32 -2.41  0.085
H 1.10 2.06 0.88  0.075
C -0.56 -0.05 2.46  -0.049
C -2.27 0.66 0.71  0.015
C -1.15 0.35 1.33  -0.203
H -3.14 0.96 1.26  0.062
H -0.88 -0.96 2.95  0.061
H 0.18 0.56 2.96  0.056
H -2.35 0.68 -0.37  0.040

Which is most stable, and by how much? B, by 82.3 kJ/mol.

A.
ORCA calculation (ωB97M-V/def2-TZVPD) on a 2-piece molecular cluster, NO5S overall.

Properties
* molecular weight: 126.07 g/mol
* charge: -1
* multiplicity: 1
* LUMO level (alpha / beta): 0.0510 / 0.1001 Ha

Each line ends with the Löwdin charge.
CARTESIAN COORDINATES (ANGSTROEM)
N 1.60 0.92 0.16  -0.292
O -1.17 -2.04 -0.69  -0.370
O 1.82 1.44 -0.93  -0.074
O 2.45 0.78 1.04  -0.079
O -1.40 -0.62 1.38  -0.387
O -2.04 0.25 -0.88  -0.387
S -1.26 -0.73 -0.09  0.590

B.
ORCA calculation (ωB97M-V/def2-TZVPD) on an isolated ion of composition NO5S and charge -1.

Properties
* molecular weight: 126.07 g/mol
* SMILES: O=[N+]([O-])S(=O)(=O)[O-]
* charge: -1
* multiplicity: 1
* LUMO level: 0.1310 Ha

Each line ends with the Löwdin charge.
CARTESIAN COORDINATES (ANGSTROEM)
N -0.84 -0.20 -0.43  -0.485
O 1.05 -1.08 1.39  -0.394
O -1.62 -1.12 -0.29  0.003
O -0.92 0.66 -1.24  0.002
O 1.69 0.01 -0.81  -0.372
O 0.24 1.82 1.25  -0.527
S 0.90 -0.01 0.40  0.774

Which is most stable, and by how much? A, by 208.0 kJ/mol.

A.
ORCA calculation (ωB97M-V/def2-TZVPD) on a 2-piece molecular cluster, C4H12OS overall.

Properties
* molecular weight: 108.21 g/mol
* SMILES: CCCCS.O
* charge: 0
* multiplicity: 1
* LUMO level: 0.0244 Ha

Each line ends with the Löwdin charge.
CARTESIAN COORDINATES (ANGSTROEM)
C -0.08 0.17 -2.21  -0.120
C -0.51 0.70 -0.85  -0.299
C 0.63 0.66 0.15  -0.307
C 0.02 0.88 1.52  -0.565
S 1.32 0.97 2.82  0.686
H -0.99 0.26 -2.82  0.070
H 0.24 -0.87 -2.26  0.068
H 0.66 0.87 -2.67  0.085
H -1.08 1.62 -1.04  0.114
H -1.29 0.06 -0.39  0.107
H 1.10 -0.32 0.14  0.096
H 1.41 1.42 -0.13  0.128
H -0.53 1.76 1.55  0.053
H -0.60 0.07 1.83  0.047
H 1.91 -0.21 2.60  -0.155
H -0.36 -2.04 0.92  0.046
H -0.94 -3.10 -0.04  0.029
O -0.91 -2.89 0.90  -0.080

B.
ORCA calculation (ωB97M-V/def2-TZVPD) on a 2-piece molecular cluster, C4H12OS overall.

Properties
* molecular weight: 108.21 g/mol
* SMILES: CCCCS.O
* charge: 0
* multiplicity: 1
* LUMO level: 0.0309 Ha

Each line ends with the Löwdin charge.
CARTESIAN COORDINATES (ANGSTROEM)
C -2.60 2.39 -0.48  -0.123
C -2.04 1.03 -0.10  -0.282
C -0.56 1.08 0.27  -0.319
C 0.00 -0.26 0.86  -0.564
S 1.80 -0.37 0.62  0.694
H -3.63 2.28 -0.83  0.069
H -1.99 2.85 -1.27  0.074
H -2.66 3.16 0.29  0.073
H -2.55 0.69 0.81  0.113
H -2.14 0.23 -0.86  0.116
H 0.06 1.34 -0.60  0.097
H -0.27 1.79 1.06  0.108
H -0.26 -0.32 1.91  0.067
H -0.44 -1.05 0.25  0.061
H 2.03 0.94 0.88  -0.141
H 1.15 -3.49 -2.28  0.025
H 1.61 -2.28 -1.67  0.004
O 1.40 -3.19 -1.41  -0.074

C.
ORCA calculation (ωB97M-V/def2-TZVPD) on a 2-piece molecular cluster, C4H12OS overall.

Properties
* molecular weight: 108.21 g/mol
* SMILES: CCO.CSC
* charge: 0
* multiplicity: 1
* LUMO level: 0.0322 Ha

Each line ends with the Löwdin charge.
CARTESIAN COORDINATES (ANGSTROEM)
C -2.99 0.27 -1.05  -0.375
C -0.92 1.94 -0.09  -0.454
S -2.64 2.03 -0.59  0.740
H -3.65 -0.16 -0.30  0.028
H -3.46 0.27 -2.02  0.023
H -2.01 -0.19 -1.07  0.003
H -0.66 2.27 0.92  0.042
H -0.31 2.52 -0.78  0.030
H -0.52 0.93 -0.18  -0.016
C 1.57 -0.70 0.89  -0.281
C 2.82 -1.43 0.42  -0.098
O 0.46 -1.56 0.50  -0.101
H 1.45 -0.62 1.96  0.110
H 1.53 0.23 0.32  0.098
H 3.74 -1.03 0.90  0.078
H -0.25 -1.02 0.14  0.028
H 3.00 -1.25 -0.63  0.072
H 2.84 -2.49 0.65  0.073

Which is most stable, and by how much? B, by 18.3 kJ/mol.

A.
ORCA calculation (ωB97M-V/def2-TZVPD) on C47H53CsN4O3P2S as an isolated structure.

Properties
* molecular weight: 948.89 g/mol
* charge: -2
* multiplicity: 1
* LUMO level: 0.1310 Ha

Each line ends with the Löwdin charge.
CARTESIAN COORDINATES (ANGSTROEM)
Cs -0.07 1.04 -0.23  1.054
O 0.59 3.17 1.13  -0.361
C -0.05 4.23 1.48  -0.440
C 0.40 5.13 2.49  -0.033
C -0.32 6.25 2.85  -0.135
C -1.53 6.58 2.23  -0.149
C -1.99 5.73 1.24  -0.083
C -1.29 4.59 0.87  -0.172
C -1.76 3.71 -0.23  -0.216
N -2.62 2.78 -0.21  0.004
C -3.38 2.48 1.00  -0.195
C -2.62 1.62 2.01  -0.228
N -2.07 0.35 1.53  -0.142
C -2.73 -0.52 0.86  -0.200
C -4.13 -0.68 0.50  -0.150
C -5.19 -0.27 1.31  -0.095
C -6.51 -0.54 0.99  -0.147
C -6.77 -1.26 -0.20  -0.140
C -5.76 -1.69 -1.01  -0.042
C -4.37 -1.43 -0.72  -0.431
O -3.44 -1.82 -1.47  -0.079
H 1.34 4.89 2.98  0.080
H 0.07 6.90 3.63  0.084
H -2.08 7.46 2.52  0.073
H -2.93 5.95 0.73  0.105
H -1.26 3.84 -1.20  0.106
H -4.28 1.97 0.69  0.089
H -3.67 3.40 1.53  0.111
H -3.27 1.46 2.88  0.103
H -1.76 2.20 2.37  0.094
H -2.12 -1.33 0.45  0.082
H -4.97 0.26 2.23  0.096
H -7.32 -0.22 1.64  0.072
H -7.80 -1.47 -0.47  0.082
H -5.97 -2.25 -1.92  0.092
C 0.08 -3.68 -1.84  -0.047
C 1.50 -4.22 -1.85  -0.377
C 1.69 -5.34 -0.82  -0.071
C 2.52 -3.09 -1.66  -0.260
C 3.94 -3.42 -2.16  -0.069
O 4.80 -3.15 -1.02  -0.006
C 3.96 -2.75 -0.03  -0.352
N 2.72 -2.73 -0.25  0.149
C 4.61 -2.33 1.23  -0.128
C 5.89 -2.81 1.49  -0.024
C 6.56 -2.45 2.65  -0.089
C 5.94 -1.58 3.55  -0.088
C 4.67 -1.09 3.27  -0.098
C 3.98 -1.44 2.11  -0.269
P 2.28 -0.80 1.71  1.075
C 1.26 -2.09 2.55  -0.366
C 0.07 -2.43 1.94  -0.112
C -0.80 -3.35 2.51  -0.067
C -0.46 -3.95 3.72  -0.095
C 0.74 -3.61 4.34  -0.095
C 1.59 -2.68 3.76  -0.087
C 2.17 0.58 2.94  -0.394
C 1.17 0.69 3.90  -0.077
C 1.12 1.79 4.74  -0.078
C 2.07 2.80 4.64  -0.111
C 3.05 2.72 3.66  -0.097
C 3.08 1.63 2.81  -0.122
H -0.66 -4.48 -2.01  0.081
H -0.06 -2.93 -2.62  0.081
H -0.16 -3.22 -0.88  0.064
H 1.71 -4.64 -2.85  0.138
H 1.48 -4.96 0.18  0.071
H 2.71 -5.73 -0.83  0.072
H 1.01 -6.17 -1.03  0.073
H 2.14 -2.21 -2.18  0.106
H 4.26 -2.78 -2.98  0.082
H 4.07 -4.46 -2.45  0.120
H 6.36 -3.47 0.77  0.113
H 7.55 -2.83 2.86  0.095
H 6.44 -1.29 4.46  0.097
H 4.22 -0.41 3.98  0.099
H -0.19 -1.98 0.99  0.056
H -1.73 -3.59 2.02  0.111
H -1.13 -4.67 4.18  0.094
H 1.01 -4.07 5.29  0.093
H 2.52 -2.43 4.26  0.099
H 0.42 -0.09 3.99  0.103
H 0.32 1.87 5.48  0.100
H 2.02 3.66 5.29  0.097
H 3.76 3.52 3.54  0.102
H 3.83 1.59 2.02  0.113
C 0.56 3.02 -5.60  -0.165
C 0.65 2.40 -4.21  -0.428
P -0.85 1.53 -3.55  0.876
C -2.20 2.67 -4.14  -0.429
C -3.57 2.39 -3.51  -0.159
C -0.99 0.14 -4.75  -0.422
C -2.25 -0.70 -4.58  -0.155
H 1.53 3.41 -5.91  0.062
H -0.16 3.85 -5.64  0.052
H 0.25 2.29 -6.35  0.057
H 0.92 3.16 -3.48  0.064
H 1.43 1.64 -4.18  0.035
H -2.26 2.61 -5.23  0.069
H -1.88 3.69 -3.89  0.064
H -3.97 1.43 -3.81  0.049
H -4.29 3.16 -3.81  0.060
H -3.50 2.39 -2.42  0.035
H -0.10 -0.47 -4.58  0.036
H -0.91 0.53 -5.77  0.065
H -2.46 -0.95 -3.54  0.047
H -2.15 -1.64 -5.13  0.065
H -3.13 -0.19 -4.99  0.050
S 3.71 -2.30 -5.91  0.295
C 2.87 -1.35 -4.82  -1.030
N 2.29 -0.69 -4.06  0.012

B.
ORCA calculation (ωB97M-V/def2-TZVPD) on C47H53CsN4O3P2S as an isolated structure.

Properties
* molecular weight: 948.89 g/mol
* charge: -2
* multiplicity: 1
* LUMO level: 0.1274 Ha

Each line ends with the Löwdin charge.
CARTESIAN COORDINATES (ANGSTROEM)
Cs 0.78 0.39 -0.26  1.055
O 1.29 -2.17 0.61  -0.331
C 1.70 -3.30 0.19  -0.474
C 2.18 -4.32 1.06  -0.053
C 2.54 -5.57 0.60  -0.139
C 2.47 -5.89 -0.76  -0.147
C 2.06 -4.90 -1.64  -0.072
C 1.70 -3.63 -1.20  -0.173
C 1.32 -2.57 -2.17  -0.155
N 2.03 -1.58 -2.55  0.029
C 3.39 -1.46 -2.05  -0.225
C 3.76 -0.03 -1.66  -0.279
N 3.76 0.88 -2.79  0.064
C 4.17 2.07 -2.62  -0.148
C 4.64 2.74 -1.38  -0.157
C 5.85 3.44 -1.45  -0.087
C 6.41 4.06 -0.36  -0.150
C 5.72 4.01 0.86  -0.135
C 4.50 3.37 0.95  -0.042
C 3.88 2.74 -0.17  -0.437
O 2.70 2.25 -0.09  -0.369
H 2.23 -4.09 2.12  0.096
H 2.89 -6.32 1.31  0.084
H 2.75 -6.87 -1.12  0.074
H 2.02 -5.11 -2.70  0.104
H 0.31 -2.63 -2.61  0.110
H 4.06 -1.76 -2.87  0.115
H 3.59 -2.11 -1.20  0.110
H 4.76 -0.05 -1.20  0.130
H 3.09 0.34 -0.88  -0.035
H 4.23 2.68 -3.53  0.104
H 6.36 3.47 -2.41  0.099
H 7.36 4.58 -0.44  0.073
H 6.14 4.48 1.74  0.085
H 3.96 3.36 1.89  0.097
C 2.25 -1.12 4.43  -0.063
C 1.41 -0.33 3.42  -0.409
C 1.96 1.08 3.25  -0.077
C -0.05 -0.33 3.84  -0.280
C -0.66 -1.74 3.87  -0.088
O -1.98 -1.56 3.32  -0.002
C -1.93 -0.36 2.68  -0.378
N -0.92 0.38 2.88  0.179
C -3.09 -0.04 1.82  -0.160
C -3.94 0.97 2.23  -0.039
C -5.04 1.33 1.45  -0.090
C -5.27 0.66 0.26  -0.069
C -4.43 -0.37 -0.14  -0.077
C -3.33 -0.75 0.63  -0.289
P -2.04 -1.96 0.09  1.124
C -2.57 -2.41 -1.60  -0.371
C -2.57 -1.40 -2.57  -0.123
C -2.86 -1.68 -3.89  -0.067
C -3.12 -2.99 -4.28  -0.093
C -3.09 -4.00 -3.34  -0.099
C -2.82 -3.72 -2.01  -0.089
C -2.53 -3.47 1.02  -0.373
C -3.83 -3.74 1.42  -0.081
C -4.13 -4.91 2.10  -0.095
C -3.12 -5.82 2.39  -0.106
C -1.82 -5.56 1.99  -0.080
C -1.52 -4.39 1.31  -0.084
H 3.29 -1.17 4.10  0.081
H 1.90 -2.15 4.54  0.070
H 2.23 -0.64 5.41  0.078
H 1.45 -0.87 2.47  0.087
H 2.01 1.59 4.22  0.080
H 1.32 1.68 2.59  0.049
H 2.96 1.06 2.81  0.078
H -0.15 0.18 4.81  0.150
H -0.76 -2.18 4.87  0.124
H -0.11 -2.42 3.21  0.120
H -3.72 1.51 3.14  0.115
H -5.68 2.14 1.75  0.099
H -6.09 0.95 -0.39  0.107
H -4.62 -0.86 -1.09  0.102
H -2.38 -0.37 -2.29  0.077
H -2.91 -0.86 -4.60  0.101
H -3.35 -3.21 -5.32  0.095
H -3.28 -5.03 -3.64  0.092
H -2.81 -4.52 -1.28  0.096
H -4.62 -3.03 1.19  0.106
H -5.15 -5.11 2.42  0.093
H -3.35 -6.73 2.93  0.090
H -1.02 -6.26 2.21  0.100
H -0.50 -4.18 1.02  0.085
C 1.00 6.65 -0.14  -0.163
C 1.18 5.17 0.20  -0.424
P -0.04 3.97 -0.49  0.939
C -1.66 4.78 -0.05  -0.433
C -2.82 3.78 -0.15  -0.170
C 0.11 4.38 -2.29  -0.421
C -0.54 3.34 -3.20  -0.153
H 1.79 7.25 0.33  0.060
H 0.04 7.03 0.21  0.054
H 1.05 6.82 -1.21  0.056
H 1.17 5.03 1.29  0.072
H 2.15 4.81 -0.13  0.052
H -1.84 5.65 -0.69  0.067
H -1.56 5.14 0.98  0.068
H -2.94 3.38 -1.16  0.030
H -3.76 4.24 0.14  0.064
H -2.64 2.93 0.51  0.051
H 1.18 4.42 -2.49  0.074
H -0.30 5.37 -2.48  0.065
H -0.06 2.36 -3.07  0.058
H -0.43 3.62 -4.25  0.066
H -1.60 3.20 -3.00  0.035
S -5.47 1.68 -5.10  0.269
C -4.47 1.63 -3.79  -1.048
N -3.76 1.58 -2.86  0.015

Which is most stable, and by how much? B, by 62.5 kJ/mol.